# 1
C53H49CsN14O3S3Si as an isolated structure at a distorted geometry, computed with ωB97M-V/def2-TZVPD.

Calculated values
**Strongest force on any atom**: 1.62 eV Å⁻¹
**Multiplicity**: 1
**LUMO energy**: 3.4465 eV
**Net charge**: -2
**HOMO**: -0.0798 hartree

```
124
Properties=species:S:1:pos:R:3:forces:R:3
Cs 0.540980 0.623001 1.974430 0.256 0.182 -0.310
N 0.783990 2.334685 -3.390711 0.065 -0.112 0.011
C 0.621234 1.836434 -2.120891 0.039 0.068 -0.169
N 0.224589 2.523442 -1.124279 0.075 -0.072 0.366
C 0.017333 3.898057 -1.277481 -0.108 -0.277 0.628
N -0.423323 4.618722 -0.320778 -0.670 0.793 -1.075
N -0.631936 4.186667 0.898964 0.885 -0.621 1.205
C -1.723806 3.835650 1.432909 -0.290 0.197 -0.890
C -1.761426 3.490480 2.859830 0.006 -0.215 0.473
C -2.977964 3.453446 3.538923 0.122 0.196 -0.043
C -2.982238 3.098075 4.875953 0.056 0.072 0.012
C -1.780950 2.775315 5.487190 -0.137 0.074 -0.007
C -0.621463 2.825054 4.726225 0.117 0.078 0.358
N -0.605421 3.182488 3.451227 0.027 -0.016 -0.183
C 0.379476 4.535711 -2.548419 0.078 -0.004 -0.275
C 0.359647 5.913229 -2.744669 -0.018 -0.073 -0.070
C 0.691811 6.452512 -3.975119 -0.041 0.140 0.073
C 1.068082 5.619523 -5.021324 -0.021 -0.104 -0.057
C 1.101358 4.247931 -4.843207 0.030 0.097 -0.053
C 0.759593 3.706004 -3.608592 -0.073 0.170 0.088
H 1.225342 1.757836 -4.087833 0.105 -0.085 0.110
H 0.839635 0.782502 -1.978492 0.108 -0.042 -0.011
H -2.658863 3.757522 0.876753 -0.036 0.125 -0.054
H -3.897480 3.682044 3.019522 -0.031 0.016 -0.002
H -3.914222 3.069147 5.427034 -0.016 -0.051 -0.015
H -1.739821 2.495048 6.530996 0.043 -0.074 -0.004
H 0.342483 2.579157 5.165498 -0.020 -0.073 0.011
H 0.066811 6.537014 -1.911433 -0.012 0.012 0.001
H 0.646800 7.523804 -4.126674 0.047 0.000 0.024
H 1.333185 6.040880 -5.983198 0.002 -0.009 -0.002
H 1.398827 3.596766 -5.655569 0.034 -0.060 0.001
C 1.715709 -2.479199 6.658819 0.106 0.040 -0.234
C 1.410848 -1.928699 5.286769 0.586 0.250 0.612
N 2.106697 -0.969947 4.765913 -1.020 0.410 -0.468
N 3.261151 -0.640485 5.275035 1.311 -0.846 0.014
C 3.780379 0.521477 5.518796 -0.313 0.164 0.295
N 5.154932 0.615850 5.309980 0.064 -0.150 0.035
S 2.993521 1.860104 6.220766 -0.254 0.371 -0.121
C 0.324900 -2.494325 4.499814 -0.441 -0.209 -0.224
C -0.510205 -3.496805 5.025844 0.129 0.171 0.012
C -1.519468 -4.024696 4.242980 -0.016 0.030 -0.164
C -1.679630 -3.564878 2.945618 -0.059 -0.129 0.057
C -0.812345 -2.576861 2.502004 -0.107 -0.118 -0.022
N 0.155904 -2.059959 3.239059 0.049 -0.164 0.228
H 2.454454 -1.833487 7.130094 0.009 -0.034 -0.005
H 2.118170 -3.496461 6.612261 -0.026 -0.042 0.056
H 0.820449 -2.488114 7.282828 -0.022 -0.046 0.015
H 5.613314 -0.269842 5.154585 -0.066 -0.029 0.001
H 5.627648 1.236520 5.944870 -0.052 0.056 0.014
H -0.372714 -3.845433 6.039011 0.024 0.013 0.023
H -2.185266 -4.779234 4.646520 0.023 -0.017 -0.001
H -2.459467 -3.940380 2.297771 -0.020 0.054 -0.026
H -0.920156 -2.183566 1.497676 -0.075 -0.008 -0.072
O 2.482667 -0.456347 -0.711122 -0.222 0.315 0.351
Si 3.310381 -0.829002 -1.969834 0.380 -0.230 -0.485
C 4.953144 -1.759570 -1.696353 -0.222 -0.122 0.095
C 5.463749 -2.715516 -2.574314 -0.031 0.067 -0.034
C 6.681837 -3.339015 -2.340105 0.036 -0.067 -0.054
C 7.420932 -3.016475 -1.210964 -0.016 -0.006 -0.036
C 6.936011 -2.059711 -0.328797 0.095 -0.036 0.027
C 5.716802 -1.444389 -0.571820 0.003 0.061 0.061
C 3.948108 0.652744 -2.996530 -0.321 0.019 0.096
C 4.274734 0.623790 -4.352198 0.013 -0.062 -0.006
C 4.700156 1.766032 -5.019913 0.030 -0.021 -0.063
C 4.835108 2.962495 -4.329459 0.000 0.024 -0.042
C 4.546590 3.007228 -2.972527 0.001 0.099 -0.007
C 4.101442 1.866078 -2.322255 -0.108 0.013 0.051
C 2.330434 -1.955877 -3.177056 -0.009 0.134 0.101
C 1.694173 -1.536464 -4.344064 0.023 0.037 0.001
C 0.930142 -2.403624 -5.117944 -0.056 -0.005 -0.100
C 0.773954 -3.726169 -4.727351 -0.019 0.010 -0.016
C 1.367432 -4.160496 -3.548077 0.048 -0.054 -0.029
C 2.127968 -3.283405 -2.789663 0.012 -0.031 0.012
H 4.891976 -2.978021 -3.458790 0.029 -0.053 -0.016
H 7.051030 -4.083344 -3.037564 0.009 -0.002 0.012
H 8.365070 -3.513496 -1.019741 0.010 0.028 0.010
H 7.511480 -1.801617 0.552575 -0.031 0.015 0.018
H 5.337711 -0.704475 0.124720 -0.010 -0.034 0.057
H 4.200541 -0.314253 -4.893890 -0.013 0.024 -0.059
H 4.928022 1.722643 -6.079885 0.018 -0.002 0.015
H 5.161086 3.855427 -4.848993 0.003 0.022 0.003
H 4.651297 3.937622 -2.426941 -0.008 0.003 0.004
H 3.841646 1.903441 -1.269453 -0.024 0.040 0.016
H 1.804705 -0.507125 -4.668386 0.027 0.024 -0.055
H 0.470532 -2.052356 -6.036256 -0.005 0.006 0.020
H 0.197186 -4.411573 -5.337637 -0.019 0.000 0.016
H 1.242335 -5.188680 -3.228286 -0.005 0.001 0.022
H 2.586089 -3.626940 -1.868491 -0.016 -0.075 0.002
N -7.634098 -2.649234 -1.776946 -0.074 0.025 -0.071
C -7.071530 -1.548433 -1.113133 -0.042 0.126 0.015
C -5.912470 -0.950581 -1.608609 -0.026 0.002 0.007
C -5.386454 0.163299 -0.984708 -0.053 -0.068 -0.053
C -5.997570 0.680782 0.145714 0.212 0.220 0.322
C -7.152418 0.103867 0.641099 0.025 0.049 0.013
C -7.697115 -1.000468 0.004628 -0.004 -0.055 -0.066
S -5.147984 1.999155 1.010729 0.333 0.049 -0.049
O -6.026043 2.452493 2.073462 -0.112 -0.283 0.038
O -4.822942 2.990143 0.008158 0.126 -0.172 -0.064
N -3.775431 1.374441 1.526440 -0.197 0.302 -0.387
C -3.710791 0.572918 2.598937 -0.735 -0.552 0.567
S -5.170810 -0.164720 3.355525 0.498 0.075 0.104
C -4.145332 -0.973218 4.491835 -0.291 -0.008 -0.109
C -2.858809 -0.650733 4.255081 0.076 0.039 0.114
N -2.609336 0.200857 3.214632 0.000 0.282 -0.625
H -6.965441 -3.186035 -2.306209 -0.006 -0.062 0.049
H -8.207131 -3.232022 -1.187986 0.059 -0.060 0.006
H -5.415503 -1.376458 -2.473473 0.005 0.025 -0.023
H -4.489656 0.635304 -1.354036 0.087 -0.033 -0.061
H -7.605666 0.520482 1.530588 -0.018 -0.011 0.010
H -8.605465 -1.455297 0.384394 -0.007 -0.009 0.013
H -4.552307 -1.629227 5.242608 0.068 0.005 0.074
H -2.024447 -1.007195 4.843977 0.038 -0.026 -0.034
C -1.807507 -3.931196 -1.788069 0.009 0.085 -0.009
C -1.828581 -2.449153 -1.633109 -0.010 0.044 -0.096
N -2.178432 -1.795390 -0.556967 -0.028 -0.223 0.215
C -2.099878 -0.458829 -0.867690 0.081 -0.057 -0.114
C -1.709129 -0.313865 -2.165052 -0.089 0.101 0.038
N -1.543655 -1.591909 -2.651058 -0.026 -0.001 0.021
H -1.443195 -4.390739 -0.871177 0.023 -0.007 0.005
H -1.158769 -4.216656 -2.614955 -0.012 -0.066 0.026
H -2.814654 -4.308952 -1.980525 0.012 -0.023 -0.007
H -2.342472 0.294297 -0.134470 -0.059 0.128 -0.016
H -1.571998 0.559262 -2.777712 0.057 -0.018 -0.010
H -1.114536 -1.836284 -3.528355 0.027 -0.066 -0.003
```
Forces are in eV/Å.

***

# 2
C53H49FN6O5Ti as an isolated structure at a distorted geometry, computed with ωB97M-V/def2-TZVPD.

Calculated values
**Energy relative to the best compared isomer or geometry (same formula, charge and spin)**: 1236.4 kJ/mol
**Strongest force on any atom**: 9.03 eV Å⁻¹
**Multiplicity**: 2
**LUMO energy (alpha / beta)**: -2.8498 / -2.8530 eV
**Net charge**: +1
**HOMO (alpha / beta)**: -0.2578 / -0.3849 hartree

```
115
Properties=species:S:1:pos:R:3:forces:R:3
Ti 12.567254 11.209718 14.493943 0.570 1.654 1.733
O 11.057709 10.875454 13.671290 -0.329 0.040 -0.503
C 10.252567 9.908645 13.017807 -0.138 0.071 0.047
C 10.285646 8.664749 13.952735 -1.457 0.191 -1.409
C 11.655992 8.068018 14.289893 -3.325 -0.314 -1.455
C 11.758378 6.722380 14.156723 0.799 -4.083 -1.139
C 12.979055 6.052316 14.527665 -0.525 6.981 -0.059
C 13.976531 7.018762 14.843581 -3.819 -0.353 -0.754
C 13.796783 8.410965 14.870354 0.945 -3.391 1.231
C 14.905208 9.277015 15.246609 2.378 -4.799 -5.963
C 15.283580 10.129977 14.060831 1.064 -1.022 -1.174
O 14.211202 10.968201 13.862218 0.064 0.521 -1.424
C 15.539695 9.131748 12.869063 4.975 -0.878 1.286
C 14.603450 8.750385 12.021584 -0.496 -2.120 -3.133
C 14.810537 7.719939 10.994502 -0.024 0.677 1.777
C 16.002340 7.082043 11.004624 1.328 -2.656 -4.423
C 17.088908 7.453285 11.769095 0.782 0.680 2.109
C 16.922454 8.408536 12.750867 -6.105 0.330 -2.477
C 16.550644 10.894117 14.374055 2.326 3.454 0.101
C 17.551857 10.434273 15.281338 0.396 0.179 -0.869
C 18.786511 11.166535 15.489176 -1.594 -0.360 0.730
C 18.931429 12.355006 14.830693 0.537 0.289 0.131
C 18.054665 12.842279 13.939057 -6.100 0.606 -2.791
C 16.787459 12.268512 13.739619 -3.516 -4.836 0.116
N 12.624715 8.861518 14.655657 -1.677 3.539 0.059
C 8.821379 10.434557 13.082353 -1.352 1.551 0.695
C 7.901273 10.509977 12.059551 2.590 -2.176 -2.403
C 6.594148 10.793782 12.253357 -2.865 1.054 1.337
C 6.089670 11.297031 13.450999 0.756 0.455 2.014
C 7.063381 11.454254 14.490910 -3.969 3.102 0.896
C 8.323359 11.045025 14.252281 5.131 -0.143 3.715
C 10.756668 9.745391 11.578469 -0.248 -1.328 1.206
C 11.045808 8.433941 11.024947 -1.082 2.062 3.721
C 11.608746 8.450623 9.819300 -0.097 -0.007 -0.582
C 11.748224 9.665594 9.131684 1.260 -0.196 -2.635
C 11.484069 10.948482 9.551469 -0.935 -0.801 2.471
C 10.961326 10.919402 10.921957 -0.973 4.501 -1.649
H 9.418094 7.994611 13.533695 2.129 0.486 0.987
H 9.855588 9.142203 14.819889 -0.047 -0.381 0.776
H 11.006081 6.137081 13.520379 0.705 0.975 1.627
H 13.288056 5.087364 14.487223 0.143 -2.882 -0.334
H 14.900897 6.675059 14.862749 4.324 -1.486 0.739
H 15.749237 8.606293 15.285681 0.278 0.016 1.339
H 14.699200 9.914820 15.913153 -1.151 4.173 5.988
H 13.701786 9.257861 12.000624 -1.925 0.881 0.061
H 14.084125 7.345519 10.279019 -0.242 0.667 0.331
H 16.295494 6.314831 10.070520 -1.194 1.847 2.711
H 18.075175 6.976503 11.665577 -0.583 0.268 -0.143
H 17.695794 8.820920 13.211698 3.254 1.405 2.316
H 17.404747 9.454531 15.772365 0.315 0.812 -0.149
H 19.499257 10.954669 16.299324 -0.500 -0.425 -0.534
H 19.556065 13.183514 14.958606 2.430 0.095 1.200
H 17.997043 13.783489 13.406021 1.495 0.446 0.392
H 15.667091 12.488515 13.111140 4.148 0.326 1.595
H 8.272299 10.207863 11.034798 -0.754 0.221 1.131
H 5.846638 10.629094 11.530730 -0.340 -0.055 -1.409
H 5.044707 11.665475 13.759405 1.557 -0.955 -1.358
H 6.608823 12.217237 15.398813 2.068 -2.704 -2.209
H 9.215691 11.232214 15.145397 -2.836 -0.510 -2.463
H 10.856667 7.566608 11.713594 0.359 0.754 -1.269
H 11.901629 7.490150 9.462750 0.298 -0.241 -1.073
H 12.121744 9.529750 8.111062 0.046 0.231 0.223
H 11.636224 11.873773 8.929878 -0.253 -1.267 0.873
H 10.497685 12.029742 11.386257 1.726 -3.594 -1.118
F 13.678379 8.155626 20.357540 -1.416 2.631 0.177
C 13.161242 9.544457 20.112849 1.906 -2.302 1.118
C 13.108127 9.887350 18.817162 -1.663 6.604 5.924
C 12.794088 11.423018 18.748230 0.622 -2.009 -1.908
C 12.715624 11.872138 17.379234 0.784 2.566 3.715
O 12.830962 11.100969 16.364344 -0.413 -1.955 -0.529
C 12.777723 13.327545 17.289541 -0.840 -0.806 -0.980
C 12.564417 14.105230 18.383058 0.614 2.370 -2.497
N 12.672167 13.687520 19.625552 -0.791 -1.399 2.036
C 12.541363 14.493674 20.771618 -2.215 1.705 3.604
C 13.267293 15.758616 20.876381 3.152 -2.210 -2.291
C 13.612526 14.592148 21.830256 2.999 0.679 -1.966
C 12.804364 12.332824 19.847849 0.133 -3.017 3.028
C 12.899343 11.783168 21.248570 0.218 -0.088 -4.502
C 13.054175 10.391978 21.332380 0.978 -0.477 -2.215
N 13.302613 9.849512 22.589674 1.197 -2.414 2.613
C 14.643468 9.567335 23.245005 1.103 1.045 -0.892
C 14.454427 9.013691 24.675042 -0.962 0.785 0.015
N 13.123523 9.671440 25.189874 2.612 1.827 0.148
C 12.027412 9.078052 24.398525 -3.141 1.769 -0.756
C 12.458443 8.726279 22.999060 0.519 -0.654 0.481
C 12.864515 13.951069 15.947006 -1.845 -0.396 -2.100
O 12.944411 15.129116 15.690384 0.554 -0.460 0.739
O 12.611917 13.067521 14.892401 0.374 0.356 0.795
H 13.073820 9.594570 17.884095 0.344 -2.930 -4.083
H 12.409875 15.187344 18.216123 0.278 -0.666 0.235
H 11.595923 14.657317 21.500353 0.962 -1.331 -2.716
H 12.912536 16.583340 21.307692 -1.932 3.099 1.229
H 13.992170 15.947451 20.015365 -0.861 -0.282 1.555
H 13.392087 14.669318 22.904881 -0.042 -0.145 -0.762
H 14.669430 14.291385 21.512563 -1.694 -0.192 0.932
H 13.096633 12.408564 22.099917 -0.429 -0.066 0.068
H 15.226698 10.542798 23.312570 -0.655 -1.153 -0.249
H 15.306671 8.795070 22.746961 -0.802 0.873 -0.006
H 15.303731 9.266852 25.347813 -0.755 -0.198 -0.442
H 14.235099 7.946881 24.666078 0.304 0.068 0.194
H 13.339136 10.757383 25.006331 -1.312 -2.930 0.713
H 12.985790 9.418690 26.195203 0.206 0.902 -0.968
H 11.144399 9.816509 24.219117 1.662 -0.933 1.099
H 11.670564 8.243090 24.975709 -0.234 -0.430 0.154
H 11.606384 8.743607 22.343609 -0.410 -0.505 -0.102
H 12.893868 7.679317 23.096093 -0.049 1.189 -1.171
N 15.926407 13.101848 17.287397 1.558 0.506 -0.415
C 15.927283 14.478491 17.334059 -0.691 -0.435 0.231
C 16.040569 14.799734 18.676933 0.110 1.267 -0.875
C 16.279805 13.566952 19.318720 -0.375 1.772 -0.043
N 16.263072 12.586334 18.498221 -0.572 -2.102 -1.547
H 16.175369 12.540471 16.457205 -0.381 0.418 0.642
H 15.759310 15.083541 16.431901 0.033 -0.387 0.662
H 15.987228 15.819787 19.091422 0.212 -0.848 -0.234
H 16.452342 13.406069 20.335358 0.319 -0.290 1.378
```
Forces are in eV/Å.